w:
Entry from OMol25: a cluster of 2 separate species, C4H11NO in total (ωB97M-V/def2-TZVPD).

Element x y z (Å)
C -0.82215 -1.47718 -1.37480
N -0.81692 -0.30707 -2.23375
C -1.84321 0.67793 -1.89136
H -0.51423 -2.37630 -1.93440
H -1.75662 -1.62070 -0.85027
H 0.04642 -1.36611 -0.70218
H 0.11707 0.11906 -2.23192
H -2.80723 0.20723 -2.09853
H -1.73704 1.05518 -0.86965
H -1.78537 1.54537 -2.54558
C 1.84830 0.90576 3.18791
C 1.53916 0.73725 1.90355
O 1.85987 -0.35592 1.15583
H 1.41201 1.78326 3.64183
H 2.26741 0.08724 3.75790
H 0.98300 1.51438 1.39090
H 2.00953 -1.12939 1.69452

Computed properties:
LUMO (alpha / beta)	-3.357 / -8.395	eV
charge	+1
2S+1	2
<S²>	0.754
gap between HOMO and LUMO (alpha / beta)	8.772 / 3.727	eV

Atom charges from the Mulliken analysis, given in e for atoms 1 to 8: -0.54 0.05 -0.79 0.32 0.35 0.20 0.35 0.37

=====

x:
Entry from OMol25: a cluster of 2 separate species, C4H11NO in total (ωB97M-V/def2-TZVPD).

Element x y z (Å)
C 0.32194 2.02639 -1.27949
N 1.66514 1.98315 -0.62418
C 2.28495 0.67778 -0.81463
H -0.40320 1.79613 -0.42538
H 0.15403 1.29898 -2.11149
H 0.07362 3.03678 -1.65102
H 2.22328 2.60618 -1.18261
H 1.49456 0.03220 -0.41726
H 2.59319 0.48558 -1.81942
H 3.12539 0.45788 -0.06864
C -2.10765 -2.74489 1.06650
C -1.43760 -1.66688 0.57282
O -0.96401 -0.60727 1.30924
H -2.78976 -3.38155 0.45592
H -2.26700 -2.81840 2.11526
H -1.24306 -1.55572 -0.47920
H -1.27477 -0.73636 2.20794

Computed properties:
LUMO (alpha / beta)	-5.411 / -9.410	eV
charge	+1
2S+1	2
<S²>	0.758
gap between HOMO and LUMO (alpha / beta)	6.368 / 2.366	eV

Atom charges from the Mulliken analysis, given in e for atoms 1 to 8: -0.62 -0.41 -0.57 0.10 0.26 0.34 0.26 0.03

=====

Stability, descending: w, x

=====

w:
Entry from OMol25: the molecule C8H12O (ωB97M-V/def2-TZVPD).

Element x y z (Å)
C -0.47010 1.40423 2.07138
C 0.05884 0.24007 1.81849
C -0.01891 -0.27011 0.40919
C -1.48637 -0.98960 0.38257
C 1.09460 -1.23370 0.18804
O 1.48984 -2.23652 0.72895
C 1.70838 -0.34218 -0.83936
C 0.43980 0.59171 -0.69597
C -0.23608 0.50483 -2.04717
H -0.33056 1.93516 3.09872
H -0.94980 1.96207 1.22126
H 0.42452 -0.61917 2.35492
H -2.14171 -0.04381 0.32303
H -1.72369 -1.49192 1.37355
H -1.62422 -1.64041 -0.39653
H 2.80323 0.08661 -0.64739
H 1.72904 -0.85020 -1.90111
H 0.52371 1.60922 -0.39116
H -0.46780 -0.53225 -2.08272
H 0.34911 0.98410 -2.88255
H -1.17183 0.93186 -2.08613

Computed properties:
LUMO	0.773	eV
SMILES	C=C[C@]1(C)C(=O)C[C@H]1C
gap between HOMO and LUMO	10.082	eV

Atom charges from the Mulliken analysis, given in e for atoms 1 to 8: -0.76 -0.58 1.13 -1.46 -0.13 -0.59 -0.57 0.39

=====

x:
Entry from OMol25: a cluster of 2 separate species, C8H12O in total (ωB97M-V/def2-TZVPD).

Element x y z (Å)
C 1.20778 0.32674 -1.16960
C 0.97176 1.42573 -0.48399
C -0.11493 1.70876 0.49661
C -1.27739 0.75278 0.69436
C -1.88264 -0.16489 -0.33572
C -0.81781 -1.19033 -0.56122
C 0.49374 -0.97604 -1.29678
C -1.13644 -0.77424 0.85731
H 2.08494 0.42787 -1.83114
H 1.71129 2.25369 -0.59937
H -0.53519 2.64004 0.08537
H 0.42856 1.76476 1.45074
H -2.00948 1.14639 1.41505
H -2.94009 -0.23875 -0.58136
H -1.24186 -2.19026 -0.77932
H 1.16475 -1.77205 -0.95772
H 0.30964 -1.16182 -2.36225
H -1.61078 -1.38749 1.64920
O 1.95857 -1.07810 1.60000
H 1.00096 -1.13463 1.66540
H 2.23462 -0.37816 1.04442

Computed properties:
LUMO	0.943	eV
SMILES	C1=CC[C@H]2[C@H]3[C@@H](C1)[C@@H]23.O
gap between HOMO and LUMO	10.210	eV

Atom charges from the Mulliken analysis, given in e for atoms 1 to 8: -0.66 -0.40 -0.44 0.05 -1.00 0.48 -0.73 -0.80

=====

Stability, descending: x, w

=====

w:
Entry from OMol25: the molecule C8H12O (ωB97M-V/def2-TZVPD).

Element x y z (Å)
C -0.27039 -2.13257 0.84303
C -0.01947 -1.18312 -0.23802
C -0.16133 -1.85666 -1.57219
C 0.96516 0.06732 -0.05655
C 1.33205 1.20585 0.84905
C 0.59604 2.33554 0.79309
C -0.66438 2.48749 -0.10593
O -1.02781 1.34213 -0.83027
C -0.58601 0.20793 -0.06988
H -1.19209 -2.75766 0.90707
H 0.50967 -2.86612 1.07117
H -0.31337 -1.56899 1.85962
H -1.19599 -2.38684 -1.64806
H 0.60052 -2.62865 -1.68248
H -0.10943 -1.31790 -2.42944
H 1.23360 0.37407 -1.03284
H 2.26104 1.22704 1.35321
H 0.91197 3.26981 1.24458
H -1.54934 2.76462 0.60830
H -0.43555 3.22372 -0.80314
H -0.88488 0.19298 0.93969

Computed properties:
LUMO	0.984	eV
SMILES	CC1(C)[C@@H]2C=CCO[C@H]21
gap between HOMO and LUMO	9.603	eV

Atom charges from the Mulliken analysis, given in e for atoms 1 to 8: -1.44 1.88 -1.71 -0.36 -0.62 -0.32 -0.61 -0.49

=====

x:
Entry from OMol25: a structure of composition C8H12O (ωB97M-V/def2-TZVPD).

Element x y z (Å)
C -1.58769 2.05260 1.76130
C -0.60997 1.10390 0.93041
C -1.18968 0.43937 -0.01343
C -0.38363 -0.39531 -0.85013
C 0.80866 0.54383 1.02206
C 0.99411 -0.11698 -0.17342
C -0.49659 -1.92838 -0.77585
C 2.14192 -0.29708 -1.00031
H -1.72730 1.74470 2.77764
H -2.55919 1.82428 1.32034
H -0.96887 2.96913 1.65848
H -2.28719 0.32329 -0.61137
H -0.33603 -0.29209 -2.01162
H 1.80686 1.39178 0.95765
H 0.41144 -2.49762 -1.08228
H -1.27330 -2.48476 -1.64367
H -1.02061 -2.13161 0.34628
H 2.40531 -1.36292 -0.68466
H 1.82974 -0.21468 -2.37024
H 3.04940 0.32142 -0.54358
O 0.99262 -0.99285 0.98643

Computed properties:
LUMO	0.830	eV
gap between HOMO and LUMO	10.340	eV

Atom charges from the Mulliken analysis, given in e for atoms 1 to 8: -1.09 0.27 -0.52 0.27 -0.42 0.95 -1.14 -0.99

=====

Stability, descending: w, x

=====

w:
Entry from OMol25: the molecule C2H2N2OS (ωB97M-V/def2-TZVPD).

Element x y z (Å)
S 2.33323 -0.33794 -0.06794
C 0.57399 -0.39934 0.03108
N -0.20194 -1.47473 -0.00747
N -1.51483 -0.94841 -0.04623
C -1.38037 0.31930 -0.06273
O -0.13782 0.81560 -0.03724
H 2.45748 0.93518 0.24126
H -2.12973 1.09033 -0.05073

Computed properties:
LUMO	0.514	eV
SMILES	Sc1nnco1
gap between HOMO and LUMO	10.116	eV

And the Mulliken charges, in e, turn out to be: -0.21 0.50 -0.35 -0.31 0.10 -0.27 0.15 0.40

=====

x:
Entry from OMol25: the molecule C2H2N2OS (ωB97M-V/def2-TZVPD).

Element x y z (Å)
C 2.59560 0.77659 -0.01886
C -0.09611 -0.42854 -0.02823
N 2.78466 -0.39827 0.12767
N 2.28260 -1.60470 0.03084
O 2.72139 1.93169 -0.09240
S 0.71959 -1.85112 -0.06990
H -1.15631 -0.46184 -0.14490
H 0.38784 0.51326 0.14547

Computed properties:
LUMO (alpha / beta)	-0.553 / -0.553	eV
gap between HOMO and LUMO (alpha / beta)	8.053 / 8.053	eV

And the Mulliken charges, in e, turn out to be: 0.66 -0.50 0.01 -0.48 -0.44 0.27 0.28 0.19

=====

Stability, descending: w, x

=====

w:
Entry from OMol25: a structure of composition C2H3INOS (ωB97M-V/def2-TZVPD).

Element x y z (Å)
C 0.36066 0.29763 -0.44107
C -0.72522 -0.27334 -0.28633
N 1.79692 0.13540 -0.03135
O -1.49516 -1.37727 1.01830
S -2.38164 -0.47192 -0.60401
I -3.57448 1.39582 0.25918
H 2.32092 0.80964 -0.59235
H 1.91422 -0.80905 -0.34341
H 1.78377 0.29309 1.02104

Computed properties:
LUMO	-5.874	eV
charge	+1
gap between HOMO and LUMO	7.348	eV

Atom charges from the Mulliken analysis, given in e for atoms 1 to 8: -0.50 0.58 -0.21 -0.38 0.04 0.33 0.39 0.35

=====

x:
Entry from OMol25: the ion C2H3INOS with charge +1 (ωB97M-V/def2-TZVPD).

Element x y z (Å)
C 0.23409 0.19175 -0.38747
C 0.34486 -0.67423 0.49259
N 0.19337 1.19578 -1.33689
O -0.41277 -0.41256 2.88630
S 0.38775 -1.56713 2.02027
I -0.93921 -3.35089 1.06101
H 1.00032 1.45833 -2.05671
H -0.17446 2.03896 -0.74327
H -0.63395 1.11999 -1.93581

Computed properties:
LUMO	-5.089	eV
charge	+1
gap between HOMO and LUMO	8.424	eV

Atom charges from the Mulliken analysis, given in e for atoms 1 to 8: 0.35 -0.20 -0.41 -0.46 0.22 0.19 0.43 0.46

=====

Stability, descending: x, w

=====

w:
Entry from OMol25: the molecule C5H13NOS (ωB97M-V/def2-TZVPD).

Element x y z (Å)
O 1.00225 2.14826 -3.05928
C 0.28147 1.20317 -2.25906
N 0.58036 1.68893 -0.82803
C -0.51820 1.35917 0.15263
C -0.27312 0.18113 1.16188
C 0.09116 -1.05784 0.42598
C 0.02711 -2.44367 1.21769
S -0.38638 -2.43520 3.03674
H 1.04934 2.98976 -2.62456
H 0.81372 0.20188 -2.62386
H -0.69479 1.50574 -2.70090
H 1.46197 1.39089 -0.46543
H -0.73933 2.28324 0.76378
H -1.48906 1.25614 -0.41354
H 0.57726 0.51099 1.86785
H -1.17572 0.05586 1.79732
H -0.47653 -1.26590 -0.48553
H 1.22665 -1.04337 0.08051
H -0.65383 -3.18165 0.73626
H 0.93173 -2.84558 1.24687
H -1.63602 -2.50195 2.97268

Computed properties:
LUMO	0.844	eV
SMILES	OCNCCCCS
gap between HOMO and LUMO	9.994	eV

Atom charges from the Mulliken analysis, given in e for atoms 1 to 8: -0.56 -0.09 -0.28 -0.89 -0.46 -0.11 -0.84 -0.21

=====

x:
Entry from OMol25: the molecule C5H13NOS (ωB97M-V/def2-TZVPD).

Element x y z (Å)
C -2.24116 1.67707 -0.32996
N -1.73702 0.80919 0.74002
S -1.04739 -0.49692 0.41646
O -1.70879 -1.52732 -1.00453
C 0.77210 -0.44938 0.15355
C 1.19714 -1.84556 0.23987
C 0.88666 -0.00093 -1.29872
C 1.26296 0.58646 1.20553
H -2.69047 1.10026 -1.00755
H -1.40045 2.19144 -0.69377
H -2.83801 2.38798 0.10256
H -0.91778 -0.99562 1.78936
H 1.04674 -2.17354 1.25984
H 0.43326 -2.28943 -0.45122
H 2.27663 -1.96158 -0.20569
H 0.22665 0.77916 -1.68887
H 0.68379 -0.79588 -2.06947
H 1.88389 0.51336 -1.60257
H 0.89516 1.65713 0.90323
H 0.65438 0.29629 2.17828
H 2.36174 0.53783 1.36368

Computed properties:
LUMO	0.195	eV
SMILES	CN=[S@@H](=O)C(C)(C)C
gap between HOMO and LUMO	9.377	eV

Atom charges from the Mulliken analysis, given in e for atoms 1 to 8: -0.88 -0.39 0.51 -0.64 0.85 -1.38 -1.36 -1.13

=====

y:
Entry from OMol25: a cluster of 2 separate species, C5H13NOS in total (ωB97M-V/def2-TZVPD).

Element x y z (Å)
C -0.57196 1.55957 0.86180
C 1.89224 0.73483 1.31559
C 1.33446 1.79008 -0.89983
C -2.07411 -3.15141 -1.05577
C 0.74008 1.03998 0.24980
N -1.26165 -2.56930 -1.99750
O -0.58672 -1.40611 0.96623
S 0.15782 -0.86043 -0.17776
H -0.94047 0.99275 1.66650
H -0.39261 2.64133 0.98193
H -1.28420 1.46415 0.16818
H 2.40168 -0.09614 0.95077
H 1.33950 0.72026 2.29793
H 2.61473 1.66062 1.31930
H 2.44137 1.49353 -1.17019
H 0.61317 1.53851 -1.72007
H 1.29558 2.77955 -0.61150
H -1.75345 -4.16325 -0.72713
H -3.11928 -3.00970 -1.23913
H -1.88798 -2.73131 -0.04194
H -0.95821 -0.42751 -1.13722

Computed properties:
LUMO (alpha / beta)	-0.351 / -0.415	eV
gap between HOMO and LUMO (alpha / beta)	8.244 / 8.446	eV

Atom charges from the Mulliken analysis, given in e for atoms 1 to 8: -1.65 -1.38 -1.34 -0.44 0.97 -0.33 -0.61 0.25

=====

Stability, descending: w, x, y